Molecular formula: C7H19NSSi2
Method: DFT, ωB97M-V with the def2-TZVPD basis set

Computed properties:
2S+1: 1
HOMO level, eV: -9.0
Energy, eV: -35649.1787
E_LUMO, eV: -0.18
Energy relative to the best compared isomer or geometry (same formula, charge and spin), kcal per mole: 0.0

XYZ file:
```
30
Properties=species:S:1:pos:R:3:forces:R:3:mulliken_charge:R:1
S 3.84815 -0.54127 0.51032 0.08 0.03 -0.04 -0.018
Si -0.08868 1.59361 0.08481 0.02 0.29 0.08 0.084
Si -0.26350 -1.57786 0.17248 0.00 -0.23 -0.01 0.131
N 0.20939 0.00048 0.73446 -0.22 0.12 -0.24 -0.008
C 0.03262 -2.79423 1.61000 -0.10 0.46 -0.55 -1.098
C 0.80309 -2.05749 -1.33974 -0.43 0.14 0.45 -0.781
C -1.75107 2.27068 0.73752 0.61 -0.19 -0.35 -1.085
C 1.31225 2.74024 0.68356 -0.48 -0.45 -0.24 -0.923
C -2.11076 -1.56998 -0.28755 0.70 -0.04 0.09 -1.031
C 3.34122 0.15555 -0.74703 0.15 0.01 0.09 -0.047
C -0.10439 1.49017 -1.81131 -0.02 0.02 0.70 -0.927
H -0.32896 2.45243 -2.26158 -0.08 0.20 -0.02 0.392
H 0.85832 1.16309 -2.18945 0.24 -0.08 0.00 0.295
H -1.94657 3.27697 0.37848 0.00 0.21 -0.11 0.335
H -1.76264 2.30340 1.82329 0.09 -0.04 0.20 0.313
H -0.51082 -2.49616 2.50129 -0.14 0.12 0.14 0.308
H 0.23699 -1.99686 -2.26436 -0.15 0.00 -0.17 0.305
H -2.45092 -2.54620 -0.62187 0.01 -0.19 -0.09 0.358
H 1.08477 -2.85791 1.87133 0.24 0.01 0.01 0.288
H 0.70277 0.00210 1.61205 0.07 -0.01 0.19 0.340
H 1.26926 3.69967 0.17825 -0.07 0.21 -0.11 0.320
H -0.85139 0.78316 -2.15610 -0.21 -0.16 -0.09 0.297
H -2.30747 -0.86205 -1.08713 -0.02 0.14 -0.19 0.291
H 1.64731 -1.37742 -1.43449 -0.05 0.00 0.01 0.100
H 1.24336 2.93041 1.75025 -0.07 0.01 0.24 0.297
H 2.29063 2.31214 0.48425 0.09 -0.08 -0.08 0.204
H 1.19724 -3.06641 -1.26097 0.04 -0.22 0.04 0.356
H -2.58034 1.64410 0.42354 -0.14 -0.17 -0.10 0.293
H -2.72210 -1.28067 0.55977 -0.08 0.08 0.26 0.280
H -0.29773 -3.79368 1.34591 -0.06 -0.21 -0.10 0.329
```
Positions in Å, forces in eV/Å.